[1]
16
Properties=species:S:1:pos:R:3:forces:R:3:mulliken_charge:R:1 method="wB97M-V/def2-TZVPD" orbital_gap_ev=11.26 e_homo_ha=-0.383 smiles=COC[C@@H](C)C#N spin_multiplicity=1
H -0.994918 1.705632 -0.900876 -0.04 -0.22 0.03 0.332
H 0.608164 -0.824057 1.433004 -0.16 0.08 -0.08 0.380
H 2.932928 1.195524 -0.452152 0.12 -0.51 -0.14 0.233
H -2.598493 0.941446 -0.916716 0.19 -0.09 0.05 0.396
C -1.939953 -1.243079 0.551230 -0.53 -0.93 0.07 0.031
C -1.144102 -0.021627 0.398129 0.06 -0.12 -0.06 0.676
C 0.349913 -0.413646 0.441365 -0.14 -0.28 0.04 -0.804
H -1.387724 0.620537 1.261633 0.33 -0.26 -0.16 0.230
C -1.521608 0.748469 -0.875106 0.01 -0.05 -0.11 -1.373
O 1.083245 0.741421 0.177505 -0.02 0.11 0.14 -0.284
C 2.407677 0.337236 -0.021325 0.36 -0.16 -0.06 -0.625
H 2.359018 -0.594219 -0.644956 0.77 0.96 0.00 0.301
H 2.879652 0.051593 0.931022 0.02 0.09 -0.10 0.268
H -1.234723 0.168441 -1.755314 -0.07 0.08 0.01 0.324
N -2.531250 -2.229554 0.669912 0.49 0.89 -0.11 -0.449
H 0.732174 -1.184112 -0.297356 -1.38 0.39 0.47 0.363



[2]
82
Properties=species:S:1:pos:R:3:forces:R:3:mulliken_charge:R:1 method="wB97M-V/def2-TZVPD" orbital_gap_ev="3.56 / 3.56" e_homo_ha="-0.176 / -0.176" spin_multiplicity=1
H 1.455902 -3.158415 -3.355465 -0.02 -0.16 0.27 0.607
H -0.504344 0.599738 0.813835 0.05 0.37 -0.08 0.015
C -4.464027 -0.970606 -2.553511 0.51 0.02 0.92 0.536
C -3.450421 4.297292 0.811347 -0.23 0.35 0.04 -0.281
H 0.804791 -5.413481 -2.682552 -0.41 0.15 -0.20 0.435
H -1.183690 6.818409 -1.062255 -0.27 -0.27 0.21 0.363
C 1.074119 -0.180786 -4.206077 0.64 -0.97 -0.72 0.525
H -4.500819 -2.131159 -0.740480 -0.17 0.48 0.14 0.675
C -0.423695 -2.250840 -2.860364 -1.85 -1.02 0.17 1.274
H -6.809996 0.768851 0.280548 0.40 0.02 0.21 0.411
C 0.443367 -3.338539 -3.005709 -0.19 0.17 -0.04 -0.730
C -5.790747 0.618330 0.651568 0.28 0.02 0.05 -0.674
C -3.656593 -1.282242 -5.011867 -0.01 0.47 0.36 -0.567
H -2.390873 2.620474 -2.594618 0.43 -0.54 0.57 0.259
C -5.543654 -0.269187 1.705106 0.06 -0.07 0.06 -0.510
H -6.379673 -0.759623 2.202014 0.16 0.05 -0.13 0.353
C 2.385015 -0.500425 -3.803998 0.22 0.15 -0.34 -0.754
H -4.915476 2.021504 -0.721048 0.05 -0.04 0.03 0.372
C -4.237162 -0.530635 2.129182 -0.39 0.08 -0.17 -0.685
P -2.096697 2.095450 -0.258097 0.60 -2.60 -3.89 2.419
C 3.115173 -0.221069 -6.091669 -0.30 -0.15 0.04 -0.497
H -4.085159 3.626729 1.387253 0.15 -0.02 -0.24 0.343
H -5.350781 -4.080929 -1.679181 -0.08 0.07 -0.58 0.328
C -3.403194 1.089143 0.502318 -0.59 -0.16 1.15 0.608
C -2.263044 -3.924476 -2.404851 1.52 0.08 1.01 1.145
C -1.787322 -2.540039 -2.620365 1.03 -1.52 0.44 -1.511
C 1.796763 0.034534 -6.482863 -0.37 0.18 0.01 -0.544
H -6.609672 -3.133549 -2.427420 0.69 0.42 0.35 0.355
H -4.054177 -1.220165 2.964207 0.01 0.27 -0.53 0.438
F 2.184524 -2.264179 1.625716 -0.78 -0.04 -0.18 -0.546
P -0.154716 -0.445423 -2.996121 -2.53 4.01 3.09 1.128
H -0.549067 2.242899 1.544263 0.17 -0.29 -0.08 0.559
H -3.313000 -4.312307 -2.464575 1.12 0.99 0.37 0.269
C 3.404023 -0.505751 -4.753714 0.06 0.21 -0.49 -0.650
H 0.272419 1.975460 -0.038940 -0.31 -0.07 0.25 0.268
C -3.705974 -3.659682 -4.285379 1.13 1.20 -2.69 -0.523
H -2.166438 -0.153427 1.795869 -0.12 0.17 0.12 0.215
H -3.236454 -4.637845 -4.461934 -0.12 0.50 0.42 0.711
H -0.279357 0.297180 -5.819161 0.39 -0.07 -0.12 0.317
C -2.984708 -2.557300 -4.653171 -1.90 -2.39 -1.90 -0.707
C -3.702943 5.667996 0.900781 0.12 0.63 0.02 -0.680
H -4.521964 6.064122 1.501332 0.12 -0.41 -0.03 0.378
H -1.609456 -6.029285 -2.239840 0.36 0.99 -0.27 0.431
H 2.615123 -0.727529 -2.760631 -0.15 0.02 -0.31 0.454
H -2.881270 -0.525048 -5.177119 -0.36 0.10 0.20 0.181
H -2.402719 -1.624983 -2.654896 0.11 -0.60 0.34 -0.357
H 1.560995 0.194122 -7.531318 0.12 0.07 0.11 0.403
H -0.758408 4.373805 -1.242507 -0.24 0.21 0.03 0.384
C -4.724665 1.311739 0.079365 -0.10 -0.25 0.16 -0.656
H -3.959738 -0.109307 -2.114113 0.10 -0.22 0.21 0.005
C -1.595377 4.748326 -0.652798 -0.08 0.09 0.06 -0.510
H -1.939531 -2.666262 -5.001697 -0.83 -0.17 0.18 0.858
H 3.899664 -0.225376 -6.854969 -0.25 -0.04 0.39 0.359
F 1.163062 -3.288925 -0.620232 0.29 -0.54 -0.50 -0.477
H -5.678857 -3.067188 -4.590070 -0.26 -0.45 0.31 0.411
C -1.294607 -4.980729 -2.449154 -0.41 0.95 0.82 -1.026
C -0.567831 1.676590 0.603468 0.11 0.09 0.47 -1.232
C -1.843176 6.119616 -0.535876 0.24 0.08 -0.16 -0.534
C -3.175125 0.122257 1.502268 0.14 0.20 -0.15 -0.581
F 0.302261 -4.038294 1.622796 -0.44 0.75 -0.18 -0.413
H -5.693728 -1.280592 -4.268255 0.08 0.41 0.03 0.397
C -2.908774 6.604981 0.227272 0.27 -0.59 -0.36 -0.490
C -4.724715 -2.072412 -1.814485 -0.73 0.32 -1.36 0.345
H 4.434468 -0.744732 -4.495667 -0.27 0.09 0.19 0.407
O -1.586101 -2.637571 0.217266 -2.45 -1.03 -1.23 0.171
C -5.500141 -3.244110 -2.393630 -0.09 -0.66 0.04 -1.312
C -1.534351 0.713182 -2.863022 2.15 -4.56 -3.37 -0.494
C -4.751750 -0.789831 -4.010308 -0.04 0.45 -0.69 -1.609
F 0.585785 -0.140435 -1.590510 0.09 -0.72 -0.93 -0.379
C -1.974165 1.752873 -2.035080 -1.02 3.96 3.69 -0.662
C -5.134069 -3.678505 -3.861058 -0.30 -0.51 0.24 -0.798
C 0.757450 0.075467 -5.553151 0.62 -0.12 0.48 -0.442
C 0.022396 -4.650322 -2.718380 0.65 -0.23 -0.26 -0.555
H -2.002392 0.794451 -3.867293 0.40 -0.30 0.47 0.223
H -4.148610 -1.425072 -5.989996 0.12 0.09 0.24 0.512
C -2.420639 3.816595 -0.007244 -0.38 1.09 0.13 -0.041
F -0.373806 -1.579838 2.561248 -0.04 -0.43 -0.15 -0.572
H -3.098329 7.688706 0.255597 -0.01 -0.68 0.17 0.368
H -4.828880 0.284718 -4.236932 -0.34 -0.27 0.33 0.476
Be -2.625810 -3.042641 -0.780375 3.11 1.09 1.84 -0.761
H -5.460914 -4.727834 -3.931160 -0.24 0.41 -0.25 0.380
Te 0.338324 -2.311048 0.847717 0.78 0.64 1.18 1.691